C20H27ClF15N3O6PS | ωB97M-V/def2-TZVPD

The geometry in XYZ format:
```
74
Properties=species:S:1:pos:R:3:mulliken_charge:R:1
H 0.603 -10.237 -0.254 0.309
F -5.286 3.686 3.671 -0.288
H 1.044 -8.154 -1.572 0.303
H 0.305 6.953 -0.744 0.357
H 3.036 3.273 -0.247 0.330
H 2.802 -1.984 3.442 0.336
C 2.568 3.107 0.722 -1.182
F -5.306 6.071 -0.247 -0.336
C -4.773 4.981 0.381 0.591
F -5.367 1.554 3.044 -0.280
F -5.885 2.135 0.977 -0.307
H -0.384 6.159 0.671 0.313
O 4.387 -1.343 1.317 -0.519
P -0.356 0.515 -2.954 0.789
C 3.175 -1.452 -0.753 0.999
O 1.158 0.572 -3.461 -0.485
H 2.198 -10.848 -0.684 0.321
C 0.209 2.896 -1.658 -0.308
H -5.369 3.721 -1.183 0.434
C -0.768 2.177 -2.316 0.505
H 2.228 2.073 0.723 0.238
C -5.875 4.549 1.383 0.557
C 0.525 6.285 0.085 -1.699
O 2.297 -8.190 0.016 -0.304
C -0.044 4.167 -1.106 -0.524
H 1.451 -3.062 3.105 0.321
O -1.213 0.199 -4.241 -0.467
F -3.688 5.437 1.030 -0.300
H 1.209 2.494 -1.562 0.404
F 2.836 -7.834 2.591 -0.266
H 0.470 3.479 1.149 0.349
C 1.359 4.059 0.898 -0.520
H 0.105 -0.984 -1.447 0.502
C 1.859 -8.785 -1.225 -0.226
H 4.373 -3.637 2.364 0.344
F 4.928 -8.266 2.295 -0.243
F -7.007 4.413 0.697 -0.257
H 1.738 0.392 -2.704 0.259
F 3.513 -0.173 -0.954 -0.263
C 3.595 -1.934 0.647 0.260
H 2.712 -3.553 4.251 0.396
S -5.583 2.927 2.322 1.398
F 1.836 -1.516 -0.931 -0.341
F -7.118 2.891 2.697 -0.299
F -4.030 2.962 1.978 -0.319
C 3.522 -8.505 0.408 0.318
Cl -3.365 2.044 -3.102 -0.062
H -4.009 3.069 -0.331 0.652
N -2.195 3.986 -1.795 0.647
N -1.247 4.694 -1.192 -0.663
C -4.426 3.995 -0.711 -0.505
H 0.984 -10.607 -1.945 0.371
O 2.980 -3.064 0.918 -0.324
H 1.256 6.749 0.742 0.481
N -0.670 -0.445 -1.805 -0.737
F -6.053 5.523 2.258 -0.259
C -3.526 4.642 -1.774 -1.509
H 1.921 5.016 -0.996 0.539
H -3.965 4.608 -2.764 0.476
C 1.035 4.918 -0.373 0.382
H -3.341 5.686 -1.545 0.486
C 1.383 -10.205 -1.015 -1.101
C -2.041 2.796 -2.369 0.514
H 3.017 -4.715 2.094 0.123
C 2.521 -3.030 3.316 -1.249
F 3.744 -2.181 -1.707 -0.258
O 4.298 -9.219 -0.149 -0.496
C 3.847 -7.765 1.719 0.943
H 1.514 4.746 1.724 0.452
H 3.293 3.257 1.514 0.390
C 3.299 -3.680 2.193 0.087
H -0.977 0.704 -5.034 0.352
H 2.660 -8.732 -1.961 0.329
F 4.075 -6.459 1.467 -0.259
```

Calculated values
**E_LUMO**: -0.171 Ha
**Calculated total energy**: -4091.5056 Eh
**Charge**: +1
**HOMO level**: -12.429 eV
**Gap between HOMO and LUMO**: 7.8 eV